(one)
C3H4ClNO2 in the gas phase, computed with ωB97M-V/def2-TZVPD.

```
11
Properties=species:S:1:pos:R:3:nbo_charge:R:1
C 0.38726 -2.25471 1.79360 0.591
C -1.01188 -1.17395 -0.27897 0.661
C -0.31530 0.09205 0.10357 -0.724
N -0.87712 -2.22857 0.63119 -0.570
O 1.29300 -1.52330 1.84985 -0.478
O -1.80430 -1.11956 -1.15079 -0.549
Cl -1.48101 -3.82311 0.65794 0.173
H 0.26588 -3.21996 2.41389 0.168
H 0.59898 -0.22850 0.60635 0.240
H -0.17389 0.76007 -0.72412 0.246
H -0.84566 0.71159 0.87841 0.241
```

Values from the calculation:
**Frontier orbital gap**: 0.3772 hartree
**Structure (SMILES)**: CC(=O)N(Cl)C=O
**Spin multiplicity**: 1

***

(two)
2 unconnected molecules or ions with the total composition C3H4ClNO2, computed with ωB97M-V/def2-TZVPD.

```
11
Properties=species:S:1:pos:R:3:nbo_charge:R:1
C -0.58192 1.04789 0.10279 -0.421
C 0.21910 -0.21968 0.37443 -0.103
C -0.99835 -0.14953 -0.55459 -0.235
N 1.51611 -0.56987 -0.09687 0.487
O 2.25160 -0.93238 0.81245 -0.355
O 1.79591 -0.44397 -1.30091 -0.390
Cl -2.44497 -0.99080 0.03183 -0.014
H -1.03043 1.38361 0.97661 0.246
H -0.18801 1.82451 -0.50454 0.242
H 0.20812 -0.67107 1.82441 0.268
H -0.74715 -0.27872 -1.66561 0.276
```

Values from the calculation:
**Frontier orbital gap**: 0.3892 hartree
**Spin multiplicity**: 1

***

(three)
2 unconnected molecules or ions with the total composition C3H4ClNO2, computed with ωB97M-V/def2-TZVPD.

```
11
Properties=species:S:1:pos:R:3:nbo_charge:R:1
C -2.60625 0.86996 0.28762 0.157
C 0.79641 -1.65139 0.26392 0.656
C 1.26721 0.71569 -0.39967 -0.299
N -1.87504 1.75782 0.31251 -0.323
O 0.11297 -1.97426 -0.66532 -0.594
O 1.30766 -0.46078 0.51855 -0.522
Cl -3.75716 -0.27391 0.23985 0.166
H 2.35230 1.19885 -0.53979 0.201
H 0.80492 1.61499 0.11036 0.222
H 0.74006 0.46782 -1.36050 0.219
H 0.85691 -2.26479 1.23247 0.117
```

Values from the calculation:
**Frontier orbital gap**: 0.4098 hartree
**Structure (SMILES)**: COC=O.N#CCl
**Spin multiplicity**: 1

***

Least stable: (two)

***

(one)
C6H7NO2S in the gas phase, computed with ωB97M-V/def2-TZVPD.

```
17
Properties=species:S:1:pos:R:3:nbo_charge:R:1
C -0.05714 0.24389 0.08821 -0.337
C -1.29490 0.10458 -0.33946 -0.180
C -1.47312 -0.84478 -1.32187 -0.223
C -0.46957 -1.34649 -2.15106 -0.187
C 0.88081 -1.08069 -1.70385 -0.223
C 0.95143 -0.34004 -0.58802 -0.187
H -0.11672 1.21945 3.59481 0.424
H 1.18048 -0.20959 2.89153 0.438
H -2.15817 0.57385 0.11571 0.236
H -2.54714 -0.94697 -1.48338 0.215
H -0.61087 -1.75977 -3.22517 0.232
H 1.71964 -1.41011 -2.27968 0.225
H 1.99815 -0.18172 -0.00243 0.243
N 0.22377 0.45348 2.64036 -1.110
O 1.91379 1.62311 1.09792 -0.918
O -0.58757 2.44295 1.33369 -0.906
S 0.44715 1.45884 1.33269 2.257
```

Values from the calculation:
**Frontier orbital gap**: 0.3664 hartree
**Structure (SMILES)**: NS(=O)(=O)c1ccccc1
**Spin multiplicity**: 1

***

(two)
A molecular structure, C6H7NO2S, computed with ωB97M-V/def2-TZVPD.

```
17
Properties=species:S:1:pos:R:3:nbo_charge:R:1
C 2.10417 -2.66141 2.83279 -0.174
C 1.55343 -1.79904 2.20352 -0.060
C 1.24276 -0.53630 0.12001 -0.232
C 0.62125 0.34805 -0.93089 0.131
C 0.84238 -0.84156 1.37377 -0.173
C -0.99278 1.81335 -1.99127 -0.429
N -0.44058 1.06162 -0.88090 -0.396
O -2.77758 1.64841 0.63442 -0.899
O -2.48876 -0.59348 -0.49303 -0.911
S -2.06588 0.36962 0.52270 1.656
H 2.43087 -3.50915 3.36431 0.236
H 2.15599 -1.12685 -0.12988 0.228
H 1.13736 0.40780 -1.82995 0.165
H 0.01407 -0.48774 1.76059 0.210
H -0.20739 2.16378 -2.55542 0.193
H -1.67070 1.11995 -2.36902 0.234
H -1.45860 2.62295 -1.63175 0.219
```

Values from the calculation:
**Frontier orbital gap**: 0.3273 hartree
**Spin multiplicity**: 1

***

Least stable: (two)

***

(one)
A molecular structure, C6H7NO2S, computed with ωB97M-V/def2-TZVPD.

```
17
Properties=species:S:1:pos:R:3:nbo_charge:R:1
C -0.71421 -0.15142 -0.01061 -0.159
C 0.17605 -1.17523 -0.20297 -0.155
C 0.38176 1.16703 -1.60038 0.222
C 2.73897 0.72949 0.90626 1.035
C -0.10465 -2.45739 0.62800 -0.645
C -1.51030 2.17217 -0.60550 -0.384
N -0.52523 1.02363 -0.69040 -0.483
O 1.73324 1.24385 1.11951 -0.531
O 3.73085 0.21612 0.65399 -0.504
S 1.25176 -1.07086 -1.52966 0.049
H -1.61844 -0.23488 0.57597 0.205
H -0.88508 -3.17450 0.28435 0.229
H 0.88719 -2.92094 0.71489 0.228
H -0.55988 -2.22218 1.55064 0.217
H -1.72260 2.21088 0.47573 0.222
H -0.94878 2.89670 -1.16144 0.245
H -2.31067 1.74751 -1.10838 0.209
```

Values from the calculation:
**Frontier orbital gap**: 0.3100 hartree
**Spin multiplicity**: 1

***

(two)
2 unconnected molecules or ions with the total composition C6H7NO2S, computed with ωB97M-V/def2-TZVPD.

```
17
Properties=species:S:1:pos:R:3:nbo_charge:R:1
C 1.80078 0.83068 -0.30516 -0.095
C 2.84490 0.05071 -0.73058 -0.362
C 0.23427 0.17722 1.51904 0.303
C -2.44356 0.49807 -1.13959 0.700
C -2.82100 0.27031 1.28324 -0.644
C -3.24497 0.64359 -0.10778 -0.554
N 1.01345 0.39652 0.66437 -0.534
O -1.78899 0.57849 -2.12610 -0.477
O 4.23162 -2.16047 -1.01421 -0.859
S 3.39959 -1.33257 0.17665 0.573
H 1.33955 1.62386 -0.85333 0.237
H 3.61486 0.20679 -1.47178 0.250
H -2.69804 -0.79978 1.31532 0.213
H -1.77232 0.47963 1.62075 0.243
H -3.58106 0.60339 2.06646 0.218
H 4.14476 -3.20242 -0.83812 0.508
H -4.27384 1.13599 -0.05919 0.280
```

Values from the calculation:
**Frontier orbital gap**: 0.3092 hartree
**Spin multiplicity**: 1

***

Least stable: (two)